A molecular structure, C8H18AsBCl2F6N2O4. Source: the Open Molecules 2025 dataset; level of theory: ωB97M-V with the def2-TZVPD basis set.

Summary:
Charge: 0
Kohn-Sham gap: 9.30 eV
E_LUMO: -0.633 eV

Cartesian coordinates (Å):
N1 2.614 -1.117 0.712
C1 3.141 -0.192 -0.292
C2 2.608 -0.559 -1.675
O1 3.649 -0.199 -2.603
C3 1.309 0.135 -2.131
C4 0.287 0.590 -1.073
N2 0.293 2.102 -1.039
C5 -0.558 2.696 0.053
Cl1 -1.097 4.266 -0.562
Cl2 0.498 2.905 1.428
C6 -1.727 1.737 0.315
O2 -2.103 1.117 -0.890
C7 -1.141 0.250 -1.511
C8 -1.471 -1.243 -1.349
B1 -2.843 -1.530 -0.572
O3 -3.890 -2.068 -1.308
O4 -3.058 -1.246 0.744
H1 2.031 -0.696 1.421
H2 3.350 -1.620 1.181
H3 4.224 -0.303 -0.360
H4 2.895 0.845 -0.033
H5 2.485 -1.644 -1.707
H6 3.369 -0.416 -3.494
H7 1.601 1.003 -2.734
H8 0.781 -0.540 -2.812
H9 0.473 0.178 -0.079
H10 -0.102 2.409 -1.934
H11 1.235 2.497 -0.991
H12 -1.463 1.041 1.117
H13 -2.572 2.339 0.651
H14 -1.174 0.486 -2.583
H15 -0.643 -1.797 -0.887
H16 -1.610 -1.671 -2.346
H17 -4.232 -2.873 -0.920
H18 -2.272 -1.176 1.295
F1 -0.184 -2.444 3.545
As1 -0.696 -0.836 3.907
F2 -0.909 -1.173 5.576
F3 -2.336 -1.269 3.559
F4 -1.184 0.819 4.104
F5 -0.530 -0.436 2.151
F6 0.957 -0.367 4.127